Record 1
An isolated ion of composition C7H14N and charge +1, computed with ωB97M-V with the def2-TZVPD basis set.

Results
Electronic energy = -329.51318 a.u.
Highest occupied orbital energy = -12.32 eV
Structure (SMILES) = C=C/C(=C/C)CC[NH3+]
E_LUMO = -3.742 eV

ORCA input file:
```
! RIJCOSX wB97M-V def2-TZVPD def2/J DEFGRID3
* xyz 1 1
N -1.44 2.30 -0.61
C 2.18 -0.95 1.48
C -0.67 0.21 0.71
C -0.54 -2.26 -1.71
C -0.58 1.63 0.47
C -0.32 -0.98 -1.36
C 0.30 -0.54 -0.09
C 1.56 -0.91 0.20
H -1.71 1.68 -1.30
H 0.43 2.03 0.24
H -0.83 3.12 -0.91
H -0.98 2.12 1.37
H 3.07 -0.41 1.75
H -2.35 2.66 -0.21
H 2.19 -1.21 -0.71
H -1.81 -0.08 0.53
H -1.06 -2.66 -2.65
H 1.58 -0.61 2.43
H 2.39 -2.09 1.52
H -0.18 -3.08 -1.04
H -0.66 0.11 1.85
H -0.55 -0.05 -1.98
*
```



Record 2
An isolated ion of composition C7H14N and charge +1, computed with ωB97M-V with the def2-TZVPD basis set.

Results
Electronic energy = -329.57099 a.u.
Highest occupied orbital energy = -12.18 eV
Structure (SMILES) = C/C=C/C=C/CC[NH3+]
E_LUMO = -3.730 eV

ORCA input file:
```
! RIJCOSX wB97M-V def2-TZVPD def2/J DEFGRID3
* xyz 1 1
N 0.97 3.24 0.13
C 1.66 0.96 0.87
C -1.70 -2.39 -0.02
C -1.19 -1.28 -0.54
C -2.51 -3.35 -0.83
C 0.90 -0.06 0.06
C -0.41 -0.26 0.19
C 2.06 2.22 0.16
H -3.57 -3.12 -0.79
H 0.30 3.01 -0.61
H 1.39 4.16 -0.03
H -1.00 0.40 0.83
H 1.16 1.05 1.84
H 2.58 0.48 1.22
H 2.49 1.92 -0.79
H -2.51 -4.39 -0.50
H 1.45 -0.51 -0.76
H 0.50 3.28 1.04
H -2.19 -3.37 -1.86
H -1.46 -2.65 1.00
H -1.40 -1.01 -1.58
H 2.90 2.71 0.66
*
```



Record 3
A 2-piece molecular cluster, C7H14N overall, computed with ωB97M-V with the def2-TZVPD basis set.

Results
Electronic energy = -329.38479 a.u.
Highest occupied orbital energy = -13.36 eV
E_LUMO = -3.583 eV

ORCA input file:
```
! RIJCOSX wB97M-V def2-TZVPD def2/J DEFGRID3
* xyz 1 1
N -0.88 -0.65 0.46
C -0.26 0.75 0.29
C -0.55 -1.60 -0.65
C 3.96 -0.27 0.09
C 2.80 0.15 -0.27
C -2.33 -0.56 0.82
C 0.73 1.18 1.09
C -0.46 1.36 -1.05
H -0.95 2.28 -0.97
H -1.27 -1.69 -1.40
H 0.91 0.74 2.08
H -0.43 -2.62 -0.40
H -2.32 0.21 1.54
H 0.56 1.55 -1.21
H 3.76 -0.67 1.11
H -0.26 -0.83 1.18
H -2.93 -0.22 -0.06
H 0.98 2.25 0.84
H -0.75 0.60 -1.72
H 4.93 -0.20 -0.10
H 0.40 -1.51 -1.06
H -2.68 -1.48 1.15
*
```



Record 4
A 2-piece molecular cluster, C7H14N2 overall, computed with ωB97M-V with the def2-TZVPD basis set.

Results
Electronic energy = -384.56129 a.u.
Highest occupied orbital energy (alpha / beta) = 1.09 / -4.99 eV
E_LUMO (alpha / beta) = 3.832 / 3.697 eV
<S²> = 0.75

ORCA input file:
```
! RIJCOSX wB97M-V def2-TZVPD def2/J DEFGRID3
* xyz -1 2
N 1.05 -1.50 0.94
N 1.86 -2.13 -1.01
C -0.28 -2.53 -2.27
C 2.17 -1.65 0.19
C -0.04 -1.67 0.10
C -1.20 1.63 1.84
C -0.60 2.67 0.90
C 0.51 -2.17 -1.06
C -0.29 2.21 -0.53
H -0.68 0.69 1.63
H -1.14 3.62 0.96
H -0.03 -3.52 -2.66
H 0.03 -1.81 -3.05
H 0.41 2.91 1.28
H -2.28 1.55 1.79
H 3.14 -1.34 0.51
H -0.97 -1.51 0.61
H -1.35 -2.39 -2.23
H -0.39 2.97 -1.31
H -0.87 1.91 2.85
H -0.69 1.28 -0.90
H 0.80 2.00 -0.52
H 0.84 -1.25 1.91
*
```



Record 5
One molecule with the formula C7H14N2, computed with ωB97M-V with the def2-TZVPD basis set.

Results
Electronic energy = -384.46191 a.u.
Highest occupied orbital energy = -7.66 eV
Structure (SMILES) = C[C@]12CCN1CC[C@H]2N
E_LUMO = 0.970 eV

ORCA input file:
```
! RIJCOSX wB97M-V def2-TZVPD def2/J DEFGRID3
* xyz 0 1
N 1.56 0.29 1.72
N 0.01 -0.16 -1.05
C 0.46 -0.46 1.22
C -0.12 1.06 -1.79
C -1.98 0.06 0.32
C 0.86 -1.77 0.54
C 0.78 -1.49 -0.94
C -0.47 0.25 0.17
C -0.32 1.66 -0.24
H 1.87 -1.50 -1.38
H 2.13 0.59 0.81
H 0.53 2.33 0.35
H -0.24 -0.56 2.05
H -1.02 1.30 -2.33
H 1.88 -1.83 0.60
H -2.47 -1.09 0.24
H -2.36 0.63 -0.57
H 0.21 -2.37 -1.56
H 0.63 1.76 -2.41
H -2.33 0.50 1.20
H -1.15 2.35 -0.07
H 0.28 -2.60 0.77
H 1.26 1.07 2.34
*
```



Record 6
One molecule with the formula C7H14N2, computed with ωB97M-V with the def2-TZVPD basis set.

Results
Electronic energy = -384.50557 a.u.
Highest occupied orbital energy = -7.20 eV
Structure (SMILES) = CC[C@@H]1C=CN(C)N1C
E_LUMO = 1.110 eV

ORCA input file:
```
! RIJCOSX wB97M-V def2-TZVPD def2/J DEFGRID3
* xyz 0 1
N -0.42 -0.01 0.41
N 0.28 0.66 1.40
C 0.38 0.51 -1.00
C 0.30 -0.12 2.67
C -0.42 -1.54 -1.99
C -1.87 0.34 0.38
C 0.79 -0.79 -1.62
C 1.42 1.39 -0.40
C 1.39 1.33 0.90
H -0.37 -2.32 -2.70
H -2.46 -0.10 1.15
H -2.12 1.36 0.26
H 0.35 0.57 3.56
H 2.00 1.92 1.60
H 1.86 2.19 -1.02
H -0.19 1.06 -1.75
H -1.03 -0.80 -2.40
H -0.90 -1.92 -1.09
H -2.21 -0.22 -0.50
H 1.29 -1.37 -0.83
H -0.60 -0.72 2.83
H 1.26 -0.79 2.73
H 1.29 -0.62 -2.58
*
```



Record 7
One molecule with the formula C7H14N2, computed with ωB97M-V with the def2-TZVPD basis set.

Results
Electronic energy = -384.47894 a.u.
Highest occupied orbital energy = -7.96 eV
Structure (SMILES) = C=NN(C(=C)C)C(C)C
E_LUMO = 1.044 eV

ORCA input file:
```
! RIJCOSX wB97M-V def2-TZVPD def2/J DEFGRID3
* xyz 0 1
N 0.39 -1.71 -0.57
N 0.08 -0.33 0.03
C 1.61 -1.90 -0.75
C -1.31 0.00 0.18
C -1.75 0.45 -1.18
C 1.79 1.25 -0.79
C 1.01 0.72 0.14
C 1.32 1.21 1.54
C -2.09 -1.13 0.77
H 2.00 2.17 1.30
H 1.64 1.11 -1.77
H 1.90 0.47 1.99
H -2.62 1.07 -1.10
H -1.44 -1.77 1.40
H 1.69 -2.90 -1.15
H -1.22 1.01 0.82
H 2.55 2.01 -0.47
H -0.94 1.04 -1.60
H 0.47 1.33 2.19
H -2.36 -1.79 -0.10
H -2.12 -0.26 -1.79
H 2.38 -1.28 -0.44
H -2.99 -0.78 1.37
*
```



Record 8
A 2-piece molecular cluster, C7H14N2 overall, computed with ωB97M-V with the def2-TZVPD basis set.

Results
Electronic energy = -384.62937 a.u.
Highest occupied orbital energy = -8.58 eV
Structure (SMILES) = Cc1c[nH]cn1.CCC
E_LUMO = 0.863 eV

ORCA input file:
```
! RIJCOSX wB97M-V def2-TZVPD def2/J DEFGRID3
* xyz 0 1
N -2.79 -0.15 -1.14
N -2.54 -2.24 -0.52
C -1.30 -1.70 -0.80
C 2.86 1.93 0.56
C 0.70 1.46 1.70
C -0.04 -2.52 -0.75
C -3.40 -1.27 -0.72
C 1.61 1.04 0.52
C -1.45 -0.41 -1.22
H -0.06 -3.10 0.17
H -4.46 -1.41 -0.59
H 0.03 -3.18 -1.61
H 1.07 1.18 -0.41
H 2.56 2.98 0.59
H -3.26 0.72 -1.34
H 3.57 1.83 -0.26
H 0.29 2.45 1.53
H 1.30 1.50 2.61
H -0.69 0.26 -1.56
H 1.89 0.00 0.66
H 3.39 1.72 1.49
H -0.10 0.73 1.85
H 0.80 -1.83 -0.74
*
```



Record 9
C7H14N2 as an isolated structure, computed with ωB97M-V with the def2-TZVPD basis set.

Results
Electronic energy = -384.16934 a.u.
Highest occupied orbital energy = -6.88 eV
E_LUMO = 0.724 eV

ORCA input file:
```
! RIJCOSX wB97M-V def2-TZVPD def2/J DEFGRID3
* xyz 0 1
N -1.99 0.33 -0.12
N 1.71 -0.15 0.20
C 0.83 -0.29 -2.32
C -0.40 -1.16 0.96
C -0.76 -0.32 -0.17
C 0.50 0.64 -0.01
C 0.07 1.28 1.25
C -0.07 0.32 -1.29
C -0.43 -0.11 2.02
H 0.26 -0.79 2.70
H 1.17 0.42 -3.13
H -0.82 1.20 -1.55
H 1.01 1.85 1.56
H 0.25 -1.01 -2.99
H 2.29 0.28 1.05
H -1.42 0.30 2.70
H 1.84 -0.77 -1.65
H 0.72 -1.32 0.58
H -1.02 -2.13 0.92
H -3.05 -0.52 0.38
H -2.23 0.23 -1.44
H 2.48 -0.19 -0.91
H -0.94 1.91 1.24
*
```



Record 10
One molecule with the formula C7H14N2, computed with ωB97M-V with the def2-TZVPD basis set.

Results
Electronic energy = -384.40667 a.u.
Highest occupied orbital energy (alpha / beta) = -7.52 / -7.83 eV
E_LUMO (alpha / beta) = 0.860 / 0.759 eV

ORCA input file:
```
! RIJCOSX wB97M-V def2-TZVPD def2/J DEFGRID3
* xyz 0 1
N -0.15 -2.93 -0.84
N -0.05 -2.26 0.36
C -1.12 1.30 1.34
C -1.39 0.16 -1.77
C 0.78 1.90 -0.28
C -0.68 0.11 -0.70
C 1.13 -1.41 0.38
C 0.91 -0.10 1.13
C 0.02 0.80 0.40
H 1.83 0.23 1.54
H -1.97 -0.58 -2.29
H 1.25 1.52 -1.20
H 0.23 2.67 -0.62
H 0.53 -2.63 -1.46
H -0.70 2.15 1.92
H 1.64 2.29 0.43
H 1.39 -1.14 -0.61
H -2.06 1.64 0.89
H -1.12 -2.81 -1.13
H 2.04 -1.84 0.87
H -1.46 1.01 -2.40
H -1.41 0.41 1.96
H 0.36 -0.49 2.06
*
```



Largest force on an atom for every record listed, in sequence, given in eV Å⁻¹: 4.27; 1.82; 4.66; 2.31; 5.48; 3.71; 5.03; 1.23; 8.27; 5.04.
Energy relative to the best compared isomer or geometry (same formula, charge and spin) for every record listed, in sequence, given in kJ/mol: 247.7; 95.9; 584.8; 65.1; 446.3; 331.7; 401.6; 6.6; 1214.4; 591.3.
Molar mass for every record listed, in sequence, given in g/mol: 112.20; 112.20; 112.20; 126.20; 126.20; 126.20; 126.20; 126.20; 126.20; 126.20.